No. 1
Below is an isolated molecule of C4HF7S2, with properties calculated with ωB97M-V with the def2-TZVPD basis set.

Geometry as ORCA input:
```
! RIJCOSX wB97M-V def2-TZVPD def2/J DEFGRID3
* xyz 0 3
C -1.33817 -0.58758 -0.01485
C -1.66155 0.96575 0.09380
C 1.12346 -0.03402 0.83343
C 1.92399 -0.47839 -0.49774
F -0.67397 -0.73613 -1.18334
F -2.48996 1.20426 -0.90594
F -2.40633 1.17919 1.23622
F 1.84736 0.27521 1.85817
F 3.18673 -0.44683 -0.09414
F 1.56700 -1.63443 -1.00995
F 1.68326 0.45150 -1.38559
S -0.25427 -0.93565 1.37287
S -0.30058 2.04357 -0.01647
H -2.20698 -1.26644 -0.28647
*
```

The calculation puts the energy at -44852.75885 eV. Its gap between HOMO and LUMO (alpha / beta) is 8.52 / 6.85 eV.

Results of the natural (NBO) charge analysis, in e, for atoms 1 through 2:
1. C -0.011
2. C 0.424


No. 2
Below is a structure of composition C4HFeLiO4, with properties calculated with ωB97M-V with the def2-TZVPD basis set.

Geometry as ORCA input:
```
! RIJCOSX wB97M-V def2-TZVPD def2/J DEFGRID3
* xyz 2 5
O 3.02266 -0.35529 0.16352
C 3.99816 -0.88388 0.38445
C -1.21429 1.06345 -0.95694
C -0.66364 2.12600 -1.11647
H -0.16472 3.04911 -1.36372
Li 1.13809 0.45569 -0.17268
O -2.16186 -1.54337 0.97906
C -1.40282 -0.78236 0.36651
O -0.15426 -0.76303 0.58615
O -1.93040 0.03521 -0.56474
Fe -0.46692 -2.40153 1.69487
*
```

The value obtained for the energy above the lowest of the compared OMol25 structures with the same formula, charge and spin is 0.0 kJ/mol. The calculation puts the energy at -46925.72461 eV. Its gap between HOMO and LUMO (alpha / beta) is 7.33 / 6.43 eV.

Results of the natural (NBO) charge analysis, in e, for atoms 1 through 2:
1. O -0.663
2. C 0.679


No. 3
Below is an isolated molecule of C4HN3O, with properties calculated with ωB97M-V with the def2-TZVPD basis set.

Geometry as ORCA input:
```
! RIJCOSX wB97M-V def2-TZVPD def2/J DEFGRID3
* xyz 0 1
C 0.00209 0.30063 -0.02640
C 0.51954 -0.81389 -1.12247
C -1.41757 0.70265 -0.03623
C 0.15889 -0.40273 1.22904
H 1.57133 0.86494 -0.85350
N 0.53982 -1.86987 -1.70783
N -2.60760 0.81798 0.55699
N 0.45747 -0.93476 2.21373
O 0.77603 1.33506 -0.25333
*
```

The value obtained for the energy above the lowest of the compared OMol25 structures with the same formula, charge and spin is 386.6 kJ/mol. The calculation puts the energy at -10675.94847 eV. Its gap between HOMO and LUMO is 10.34 eV. The SMILES is N#CC(O)(C#N)C#N.

Results of the natural (NBO) charge analysis, in e, for atoms 1 through 2:
1. C 0.073
2. C 0.146


No. 4
Below is an isolated molecule of C4HNO, with properties calculated with ωB97M-V with the def2-TZVPD basis set.

Geometry as ORCA input:
```
! RIJCOSX wB97M-V def2-TZVPD def2/J DEFGRID3
* xyz 0 1
C -1.97626 0.38528 -0.04077
C -0.51741 0.23632 0.04263
C 0.69650 0.09698 0.10884
C 2.05782 0.00152 0.02245
H -2.27789 1.45604 -0.13528
N 3.19871 -0.18032 -0.07712
O -2.70962 -0.56430 -0.01548
*
```

The value obtained for the energy above the lowest of the compared OMol25 structures with the same formula, charge and spin is 3.4 kJ/mol. The calculation puts the energy at -7698.53462 eV. Its gap between HOMO and LUMO is 10.05 eV. The SMILES is N#CC#CC=O.

Results of the natural (NBO) charge analysis, in e, for atoms 1 through 2:
1. C 0.354
2. C 0.020